No. 1
{"formula": "C12H18N6", "method": "ωB97M-V/def2-TZVPD", "e_above_lowest_ev": 0.177, "e_homo_ev": -11.48, "elements": ["C", "C", "N", "H", "H", "H", "C", "C", "N", "H", "H", "H", "C", "C", "N", "H", "H", "H", "C", "C", "N", "H", "H", "H", "C", "C", "N", "H", "H", "H", "C", "C", "N", "H", "H", "H"], "coordinates": [[21.43731, 16.00604, -5.11568], [20.04591, 16.40656, -5.24562], [18.95117, 16.71983, -5.35131], [21.59125, 15.02251, -5.55404], [21.71981, 15.97451, -4.06516], [22.08403, 16.71886, -5.62526], [15.45692, 21.06624, -2.66718], [15.04642, 20.90227, -4.06501], [14.72777, 20.77118, -5.16083], [14.86189, 21.84342, -2.19298], [16.50529, 21.35424, -2.63329], [15.31173, 20.12910, -2.13518], [17.73063, 17.15995, -11.90942], [18.16240, 18.41791, -12.50308], [18.52471, 19.39523, -12.97846], [17.71691, 16.37957, -12.66928], [16.73519, 17.25480, -11.48288], [18.43273, 16.87644, -11.12814], [19.87626, 18.86504, -8.29296], [19.63653, 20.18260, -7.71591], [19.46722, 21.21427, -7.24499], [19.44958, 18.83855, -9.29429], [19.39458, 18.11240, -7.67201], [20.95008, 18.69811, -8.33710], [16.22999, 18.09237, -6.68001], [16.05857, 18.19259, -8.12509], [15.95210, 18.26114, -9.26314], [17.13319, 18.62762, -6.39682], [16.38186, 17.04717, -6.41804], [15.36057, 18.50439, -6.17932], [12.06897, 18.84484, -6.00035], [10.74543, 18.29110, -5.70386], [9.70974, 17.85619, -5.46968], [12.00291, 19.92025, -6.12318], [12.41776, 18.40325, -6.93618], [12.76573, 18.56577, -5.21587]], "forces_ev_per_angstrom": [[0.22, 0.00, 0.03], [0.37, -0.12, 0.03], [-0.43, 0.14, -0.07], [-0.05, -0.03, 0.00], [-0.03, -0.01, 0.01], [-0.04, 0.02, 0.00], [-0.06, 0.02, -0.29], [0.00, 0.05, 0.07], [0.00, -0.04, 0.19], [-0.03, 0.00, -0.02], [0.02, -0.04, 0.03], [0.04, -0.01, 0.04], [-0.03, -0.13, -0.10], [-0.09, -0.17, 0.04], [0.09, 0.22, -0.07], [0.05, 0.02, -0.01], [0.04, 0.11, 0.09], [-0.05, -0.05, 0.07], [-0.16, 0.24, -0.03], [0.02, -0.01, 0.06], [-0.04, 0.06, 0.07], [0.06, -0.07, -0.03], [0.06, -0.10, -0.01], [0.00, -0.14, -0.06], [0.14, -0.20, -0.31], [0.07, 0.01, 0.33], [-0.04, -0.02, -0.38], [-0.09, 0.14, 0.14], [-0.09, 0.01, 0.09], [0.03, 0.09, 0.11], [-0.32, -0.47, -0.31], [0.10, 0.08, 0.04], [0.01, 0.00, 0.00], [0.15, 0.08, 0.13], [0.03, 0.11, 0.03], [0.04, 0.21, 0.09]]}

***

No. 2
{"formula": "C6H30O9", "method": "ωB97M-V/def2-TZVPD", "e_above_lowest_ev": 2.698, "e_homo_ev": -10.25, "elements": ["C", "C", "O", "H", "H", "H", "H", "H", "H", "C", "C", "O", "H", "H", "H", "H", "H", "H", "C", "C", "O", "H", "H", "H", "H", "H", "H", "O", "H", "H", "O", "H", "H", "O", "H", "H", "O", "H", "H", "O", "H", "H", "O", "H", "H"], "coordinates": [[18.30029, -19.23667, 3.89044], [19.62832, -18.50857, 4.00928], [20.43363, -18.74909, 2.85984], [18.39708, -20.30310, 4.11334], [17.92100, -19.19581, 2.86866], [17.55606, -18.81408, 4.56994], [20.19040, -18.74973, 4.91706], [19.42549, -17.44205, 4.11528], [21.05016, -19.45309, 3.07736], [15.24096, -16.53180, -0.32149], [15.14918, -17.30517, 0.97740], [15.89833, -18.52436, 0.91383], [16.28440, -16.26956, -0.53671], [14.87721, -15.50023, -0.28980], [14.82980, -17.10374, -1.15069], [14.11248, -17.52756, 1.22671], [15.70495, -16.73772, 1.72650], [15.35383, -19.29601, 1.07623], [17.40302, -14.48900, 1.92341], [18.11494, -15.51927, 2.78435], [19.53209, -15.33424, 2.69766], [16.32492, -14.51576, 2.07196], [17.67453, -14.65556, 0.87910], [17.81470, -13.50286, 2.14419], [17.90605, -16.55273, 2.51522], [17.83932, -15.36822, 3.83776], [19.83494, -14.66702, 3.33086], [18.44339, -11.72614, 4.37564], [18.37909, -11.30998, 5.24089], [18.79028, -12.60914, 4.53989], [19.26617, -10.73131, 1.84062], [18.83508, -10.95899, 2.67903], [19.05297, -9.80682, 1.68804], [22.47077, -16.27592, 3.65598], [21.96785, -17.08595, 3.50748], [21.81678, -15.64025, 3.96041], [18.72745, -16.67779, 6.92560], [18.90927, -15.81459, 6.54400], [17.88522, -16.94193, 6.54128], [20.86820, -13.43367, 4.23988], [21.00508, -13.15977, 5.15327], [21.33043, -12.77273, 3.70846], [20.50637, -15.12135, -0.01668], [20.56661, -14.17636, -0.18277], [20.29186, -15.19358, 0.92790]], "forces_ev_per_angstrom": [[0.03, -0.49, 0.17], [-0.27, 0.06, 0.24], [0.30, 0.31, 0.16], [0.05, 0.05, 0.13], [0.01, 0.35, 0.00], [-0.01, -0.04, -0.02], [-0.20, -0.28, 0.03], [0.23, 0.09, -0.46], [-0.03, -0.07, -0.12], [0.91, 0.44, -0.30], [0.71, -0.02, -0.10], [0.20, -0.16, -0.38], [0.14, -0.80, -0.07], [-0.91, -0.35, 0.28], [-0.08, 0.21, -0.10], [0.00, 0.28, 0.35], [-0.78, 0.23, 0.37], [-0.21, 0.12, -0.03], [0.56, -0.22, -0.24], [0.41, 0.78, 0.51], [0.05, -0.34, -0.06], [-0.03, 0.12, -0.10], [-0.29, -0.15, -0.05], [-0.30, 0.10, 0.23], [-0.05, 0.01, -0.14], [-0.26, -0.23, -0.03], [-0.17, -0.05, -0.24], [-0.21, 0.03, 0.24], [-0.07, 0.05, -0.05], [0.14, 0.01, -0.17], [0.00, -0.03, 0.06], [0.10, 0.03, -0.05], [0.00, -0.01, -0.04], [0.12, -0.07, 0.25], [-0.12, 0.04, -0.26], [-0.02, 0.02, -0.11], [-0.04, 0.01, -0.02], [0.02, -0.01, -0.02], [0.01, -0.03, 0.01], [0.02, 0.09, 0.30], [0.16, -0.07, -0.02], [-0.10, -0.05, -0.13], [-0.04, 0.06, 0.02], [0.00, 0.00, 0.00], [0.01, -0.07, -0.05]]}

***

No. 3
{"formula": "C29H77NO13P", "method": "ωB97M-V/def2-TZVPD", "e_homo_ev": -4.43, "total_charge": -1, "elements": ["C", "C", "C", "P", "O", "C", "C", "O", "C", "C", "N", "H", "H", "H", "H", "H", "H", "H", "H", "H", "H", "H", "C", "C", "O", "H", "H", "H", "H", "H", "H", "C", "C", "O", "H", "H", "H", "H", "H", "H", "C", "C", "O", "H", "H", "H", "H", "H", "H", "C", "C", "O", "H", "H", "H", "H", "H", "H", "C", "C", "O", "H", "H", "H", "H", "H", "H", "C", "C", "O", "H", "H", "H", "H", "H", "H", "C", "C", "O", "H", "H", "H", "H", "H", "H", "C", "C", "O", "H", "H", "H", "H", "H", "H", "C", "C", "O", "H", "H", "H", "H", "H", "H", "C", "C", "O", "H", "H", "H", "H", "H", "H", "C", "C", "O", "H", "H", "H", "H", "H", "H"], "coordinates": [[-1.81450, 2.64908, 2.25776], [-0.58205, 2.27408, 2.77209], [-0.47785, 1.76005, 4.05811], [1.22680, 1.24744, 4.71352], [1.13482, 2.50398, 5.94076], [1.55791, 1.95503, 7.15162], [1.04186, 0.49011, 7.19313], [0.50517, 0.19652, 5.93375], [-1.67530, 1.66018, 4.76178], [-2.86455, 2.06225, 4.17245], [-2.95936, 2.55583, 2.93712], [-1.87899, 3.06253, 1.25085], [0.31315, 2.38463, 2.16366], [2.53567, 0.88117, 5.20403], [1.84755, 2.14037, 3.75406], [1.26047, 0.15878, 3.74159], [2.65253, 1.98903, 7.27197], [1.13085, 2.52834, 7.98612], [1.84220, -0.21757, 7.45882], [0.25017, 0.38737, 7.94945], [-1.67330, 1.26207, 5.77212], [-3.79765, 1.98334, 4.73068], [4.63603, -0.77286, 2.58203], [5.26035, -1.19107, 3.90077], [4.49041, -0.74783, 5.00794], [4.51663, 0.30992, 2.55088], [5.25168, -1.09035, 1.73740], [3.64306, -1.21274, 2.47110], [6.24465, -0.73324, 4.01904], [5.39118, -2.28115, 3.93061], [3.59740, -1.10348, 4.92346], [-2.24754, 3.75837, -2.76126], [-2.48004, 4.83817, -1.72204], [-1.55349, 4.75787, -0.64649], [-2.30345, 2.77210, -2.29905], [-2.98885, 3.81344, -3.55894], [-1.25289, 3.85709, -3.20747], [-3.46328, 4.72617, -1.26711], [-2.43513, 5.82784, -2.19166], [-0.66470, 4.86127, -1.00016], [1.47624, 2.06388, -5.23005], [0.28999, 1.43918, -4.52021], [-0.93504, 1.69750, -5.20873], [1.34046, 3.14304, -5.31892], [2.40099, 1.87049, -4.68497], [1.58094, 1.65567, -6.23882], [0.17654, 1.85802, -3.52189], [0.43301, 0.36149, -4.42628], [-0.85128, 1.31651, -6.08987], [8.09568, -0.21766, 7.49848], [6.86579, -0.78113, 8.18968], [5.66306, -0.34830, 7.58620], [8.05778, 0.87187, 7.49862], [9.01268, -0.53945, 7.99675], [8.13664, -0.55224, 6.45909], [6.82904, -0.43442, 9.22437], [6.91704, -1.87825, 8.20506], [5.62420, -0.63263, 6.66192], [-3.29424, -0.83106, -5.11683], [-3.51005, -0.39179, -6.54833], [-2.60263, -1.03173, -7.44601], [-2.27045, -0.60999, -4.81595], [-3.97327, -0.31021, -4.44023], [-3.45296, -1.90630, -5.00676], [-3.33411, 0.67859, -6.65248], [-4.54285, -0.59636, -6.85783], [-2.74021, -1.98037, -7.35972], [1.39989, -3.46871, -3.41923], [1.41147, -1.96375, -3.59788], [2.43443, -1.32300, -2.84550], [1.26003, -3.72040, -2.36748], [0.59218, -3.91253, -4.00168], [2.34358, -3.91473, -3.74461], [0.47196, -1.53963, -3.24706], [1.52194, -1.71217, -4.66007], [3.28336, -1.66883, -3.13728], [-1.22283, -6.42916, -4.64874], [-2.50225, -5.63444, -4.80091], [-2.28644, -4.39033, -5.47326], [-0.47982, -5.85497, -4.09660], [-1.39727, -7.36349, -4.11922], [-0.80353, -6.65563, -5.63401], [-2.92232, -5.37552, -3.82998], [-3.25149, -6.22070, -5.34438], [-1.90590, -4.59346, -6.33382], [-0.28891, 6.81845, -6.19007], [-1.29286, 6.83402, -5.05229], [-2.37985, 5.94604, -5.27419], [-0.77721, 7.07875, -7.12981], [0.52073, 7.52661, -6.00730], [0.14910, 5.82369, -6.30262], [-1.73762, 7.82302, -4.94579], [-0.79407, 6.58908, -4.10694], [-2.01978, 5.05446, -5.34417], [-7.66878, 1.86900, -7.55104], [-7.82686, 0.89600, -6.39793], [-8.13420, -0.42184, -6.84417], [-8.57833, 1.89339, -8.15213], [-7.46055, 2.87634, -7.18833], [-6.84377, 1.56630, -8.20068], [-8.65546, 1.19404, -5.75724], [-6.91924, 0.88224, -5.78499], [-7.40995, -0.72057, -7.40288], [-2.81799, -7.69716, 0.35473], [-2.88255, -7.30076, -1.10662], [-2.00369, -8.07603, -1.92126], [-1.79977, -7.59679, 0.73027], [-3.47453, -7.06896, 0.95722], [-3.12689, -8.73713, 0.48744], [-2.56210, -6.26760, -1.23616], [-3.90920, -7.38383, -1.47970], [-2.25854, -9.00033, -1.83842], [4.95978, 0.23334, 12.10594], [3.95248, 0.94484, 11.21737], [4.44159, 1.16467, 9.90971], [5.88706, 0.80597, 12.15904], [4.57108, 0.10095, 13.11771], [5.19691, -0.75408, 11.70170], [3.72429, 1.93273, 11.61831], [3.01574, 0.37534, 11.18353], [4.64633, 0.31878, 9.49269]], "forces_ev_per_angstrom": [[0.05, 0.07, -0.13], [-0.01, -0.04, -0.06], [-0.08, 0.02, 0.07], [0.10, 0.08, 0.06], [0.25, -0.07, -0.09], [0.03, 0.13, 0.35], [-0.24, -0.06, -0.06], [0.15, -0.19, -0.13], [-0.08, -0.05, 0.14], [0.06, -0.04, 0.11], [-0.06, 0.00, -0.08], [-0.04, -0.04, 0.15], [-0.05, 0.01, 0.03], [0.00, -0.01, 0.04], [-0.12, -0.01, -0.01], [-0.05, 0.00, 0.06], [-0.12, -0.03, -0.10], [0.02, 0.02, -0.12], [0.05, 0.11, 0.02], [0.03, -0.04, -0.05], [0.01, 0.06, -0.13], [0.06, 0.02, -0.07], [0.00, 0.05, 0.02], [-0.18, 0.01, -0.14], [0.48, -0.37, -0.02], [0.00, 0.00, 0.00], [0.00, -0.01, 0.01], [0.00, -0.01, -0.01], [0.01, -0.01, 0.01], [0.04, 0.01, 0.00], [-0.14, 0.32, 0.11], [0.01, -0.09, 0.10], [0.13, 0.01, -0.05], [-0.03, 0.04, -0.05], [0.00, -0.01, -0.01], [0.00, 0.01, 0.00], [-0.02, 0.03, -0.05], [-0.01, 0.01, 0.00], [-0.07, 0.00, 0.00], [0.01, -0.02, 0.03], [-0.04, 0.05, 0.00], [0.01, 0.01, -0.20], [0.04, 0.12, -0.02], [0.02, 0.01, 0.02], [0.00, -0.02, 0.01], [0.02, -0.02, 0.01], [-0.06, -0.04, 0.02], [0.04, 0.02, 0.10], [-0.07, -0.03, 0.00], [-0.02, 0.06, -0.02], [0.00, -0.04, -0.22], [0.22, -0.04, 0.39], [0.00, 0.00, 0.01], [0.00, -0.01, 0.01], [0.02, -0.02, 0.01], [0.02, -0.02, 0.02], [0.02, 0.00, 0.06], [-0.41, 0.07, -0.05], [0.09, -0.06, 0.07], [-0.04, -0.12, 0.06], [-0.03, 0.07, -0.06], [-0.03, 0.05, 0.05], [0.00, 0.02, -0.01], [-0.04, 0.01, -0.04], [0.00, 0.01, -0.03], [-0.01, 0.07, -0.01], [0.06, -0.01, 0.06], [0.06, 0.00, 0.13], [0.15, -0.07, -0.08], [-0.06, 0.01, -0.01], [-0.04, -0.02, -0.01], [-0.02, 0.01, -0.01], [-0.01, 0.02, -0.05], [0.00, 0.02, 0.01], [-0.09, -0.01, -0.01], [0.00, 0.00, 0.03], [0.08, 0.06, -0.15], [0.01, -0.01, -0.10], [-0.04, -0.02, -0.03], [-0.01, -0.02, 0.05], [-0.03, 0.02, 0.02], [-0.01, -0.03, 0.01], [0.01, 0.02, 0.01], [-0.03, -0.01, 0.06], [0.05, 0.01, 0.03], [-0.06, -0.03, -0.05], [0.01, -0.08, 0.03], [0.09, 0.02, -0.11], [0.01, 0.01, 0.00], [0.01, 0.00, 0.01], [0.02, 0.01, 0.02], [0.00, 0.01, 0.02], [0.00, 0.05, 0.02], [-0.07, -0.03, 0.05], [-0.04, -0.05, -0.04], [0.10, -0.02, -0.07], [-0.02, 0.04, 0.00], [-0.01, 0.02, 0.01], [0.01, 0.00, 0.01], [0.02, 0.02, 0.02], [-0.01, -0.03, 0.02], [-0.02, 0.03, 0.04], [-0.01, -0.02, 0.01], [0.08, -0.04, -0.02], [0.00, -0.04, 0.00], [-0.06, -0.05, 0.06], [-0.01, 0.02, 0.01], [-0.01, 0.01, 0.00], [-0.03, 0.01, 0.01], [-0.01, 0.01, -0.01], [0.00, 0.05, 0.00], [0.02, 0.00, 0.03], [0.05, 0.03, -0.04], [-0.01, -0.13, -0.12], [0.14, 0.04, 0.21], [0.00, 0.01, 0.01], [-0.01, 0.00, 0.00], [-0.02, -0.01, 0.02], [-0.03, 0.00, 0.02], [-0.02, 0.03, 0.04], [-0.12, 0.09, -0.29]]}

***

Calculated values (eV) of lowest unoccupied orbital energy for the records, taken in order: 0.151, -0.458, 1.591.
Calculated values (hartree) of HOMO-LUMO gap for the records, taken in order: 0.427, 0.360, 0.221.
Calculated values (eV) of E for the records, taken in order: -21674.6789, -25135.2746, -68715.0814.